# 1
Formula: C57H49AsFN4O3P2STi
Source: OMol25
Level of theory: ωB97M-V with the def2-TZVPD basis set

```
119
Properties=species:S:1:pos:R:3:forces:R:3
As -4.42758 4.07925 -3.40585 0.0 0.1 -0.3
Ti -0.63561 0.42916 -0.29210 0.8 -0.2 -0.6
S -3.30364 2.44130 -3.99766 0.0 -0.2 0.0
P -1.21781 -1.21529 1.82699 1.0 0.2 -1.6
P 3.36557 -1.19635 -1.19713 -0.7 0.2 0.8
F 0.24430 -0.78316 -1.51148 -0.8 0.9 1.0
O -4.55237 2.10207 0.10439 0.1 -0.3 -0.3
O 1.83111 3.37375 -1.56234 -0.6 -0.9 1.2
O 1.60149 -2.53157 0.89349 -1.0 0.8 -0.1
N -0.05148 2.41416 -0.47908 0.2 -0.5 -0.6
N 1.49900 0.80329 0.84715 0.6 0.6 -0.2
N -2.47792 -0.41982 -1.29945 0.8 -0.1 -1.0
N -2.29714 1.65789 0.40780 -0.2 -0.6 -0.6
C 2.29943 -1.85803 -3.60022 0.6 -2.0 -0.7
C 6.77259 -0.03071 -3.17939 0.9 0.2 -0.4
C 5.55094 0.48275 -0.80176 -0.5 0.1 -0.3
C -2.31469 5.21353 1.58610 0.1 -0.8 -0.4
C -1.03627 -5.28827 2.44517 -1.6 -1.3 0.0
C 1.00420 -4.73981 1.48747 1.2 0.4 -1.6
C 0.14121 -5.71341 1.85757 -0.1 -0.3 1.4
C -0.60477 -0.41670 3.29338 -0.3 0.4 1.2
C -0.76373 0.97153 3.50147 -0.2 -0.2 -0.1
C -6.02171 3.74536 -2.35603 0.3 1.0 -0.3
C -4.88082 -2.49284 0.96024 0.5 -0.4 0.0
C 3.24751 0.61665 2.52657 -0.3 1.6 -1.2
C -4.77364 -0.11725 -1.59350 -1.9 -0.1 -1.1
C -2.97123 -1.43610 1.97876 0.4 -1.0 -0.9
C 7.35810 0.88803 -2.30605 0.1 -0.4 -0.4
C -0.41718 4.79814 0.13930 -0.9 -0.6 0.3
C -0.61709 -2.95513 1.86765 1.1 -0.3 0.1
C -2.73921 3.87524 1.50506 0.2 0.8 -0.1
C -3.44107 5.39420 -2.41364 1.3 -0.7 1.0
C -3.76024 -0.89513 2.94457 -0.3 0.9 0.6
C -0.25648 1.57392 4.65726 -0.2 -0.1 -0.8
C -5.11485 -1.15331 2.93483 -0.6 -0.1 -0.6
C -3.51747 -2.25760 0.99525 -0.2 -0.4 -0.1
C 2.11700 0.16401 1.82791 -0.1 -0.2 1.1
C 2.89251 -3.78682 -4.98122 0.3 -0.6 0.9
C -1.21165 5.67288 0.88684 0.5 0.0 0.2
C 0.65158 -3.37047 1.42377 0.4 -1.0 0.3
C -0.80295 3.42221 0.10678 0.6 1.7 -0.5
C 2.93147 -2.68324 1.17918 0.3 -1.1 1.3
C -3.54835 1.41853 -0.08500 0.5 0.0 0.8
C -2.49241 -1.33386 -2.30168 -0.6 0.7 1.5
C 6.73677 1.15264 -1.10849 -0.6 0.1 0.5
C 1.31536 2.66446 -0.71468 -0.4 0.4 0.2
C 3.75843 -4.23028 -3.93824 -0.1 0.8 -0.5
C 3.85325 -2.30317 0.23521 0.8 0.5 -1.6
C 2.06251 1.96449 0.41777 -0.4 -0.1 -0.7
C -2.00645 3.01134 0.71481 0.3 -0.5 -0.1
C -3.60420 0.21409 -1.00473 0.4 0.4 0.5
C -5.68836 -1.95371 1.93397 -0.5 0.7 0.6
C 3.71319 1.87588 2.12305 0.4 0.0 -0.1
C 4.93864 -0.43835 -1.67803 1.3 0.1 -0.5
C 0.46548 0.83579 5.55798 -0.4 -1.0 -0.2
C 5.62479 -3.13901 1.61739 1.2 -0.1 1.3
C -1.41403 -3.98270 2.42330 0.7 1.4 -0.3
C 4.73394 -3.37353 2.64954 -1.5 -0.4 0.2
C 3.14187 -2.32281 -2.57952 0.1 0.5 -0.7
C 5.21181 -2.59635 0.43377 -0.2 0.9 -0.6
C -3.67712 -1.69100 -2.94392 1.2 -0.5 -0.6
C 3.36619 -3.20496 2.42016 0.3 0.8 -0.5
C 5.59235 -0.68478 -2.91842 -0.3 -0.1 1.0
C 2.18916 -2.59716 -4.79716 0.0 0.0 0.9
C -5.10087 5.14913 -4.88083 -0.3 0.3 0.5
C 0.02820 -1.17507 4.27708 0.5 0.3 -0.2
C 0.57419 -0.53664 5.37222 0.4 0.0 0.1
C 3.94120 -3.44619 -2.78084 -1.1 -0.8 -1.5
C 3.12108 2.56969 1.04424 1.0 0.3 0.4
C -4.84678 -1.06994 -2.61141 -1.0 0.3 0.6
H 7.30097 -0.30326 -4.08837 0.0 0.2 0.0
H 1.66768 -1.01138 -3.50068 -0.3 0.7 0.4
H -2.88542 5.88649 2.16697 -0.5 0.7 0.6
H -5.93037 5.74944 -4.46470 0.5 0.0 -0.3
H -3.63684 -2.42159 -3.74205 0.0 0.0 0.0
H 7.10849 1.89956 -0.40147 0.1 -0.3 -0.3
H 3.69207 0.07321 3.34887 -0.1 -0.1 -0.1
H -5.28653 -3.14024 0.20221 -0.1 -0.1 -0.2
H 4.66870 -3.75062 -2.06267 0.3 -0.2 0.5
H -1.30545 1.58614 2.77573 0.2 -0.2 0.1
H 4.59598 2.33478 2.57945 -0.4 -0.2 0.1
H -1.76595 -6.00965 2.82375 0.4 0.1 0.0
H 5.05840 0.73526 0.13443 0.0 -0.2 -0.1
H 1.63131 -0.71991 2.21053 0.1 0.0 -0.3
H -2.86588 -2.79412 0.30424 -0.2 0.4 0.0
H -1.52526 -1.76246 -2.45757 0.3 -0.3 -0.5
H 2.73319 -4.44007 -5.86016 0.2 0.6 0.5
H -3.97683 6.34616 -2.35160 0.0 -0.3 0.3
H -5.50254 4.46415 -5.60317 -0.2 -0.3 -0.4
H 0.41092 5.22122 -0.42383 0.0 -0.5 0.1
H -6.77065 -2.12148 1.86800 0.5 0.1 0.3
H -3.33014 -0.19766 3.66117 -0.1 -0.2 0.1
H 0.44513 -6.76114 1.90900 -0.2 0.3 -0.3
H 5.02985 -3.73557 3.64084 0.2 0.2 -0.5
H 1.97019 -5.07303 1.07849 -0.4 0.5 0.2
H -2.48666 5.54757 -2.95857 -0.6 -0.1 0.3
H -2.32579 -3.63860 2.84357 -0.8 -0.2 0.4
H 0.88284 1.30278 6.41321 0.4 0.3 0.7
H -5.63575 0.46159 -1.31099 -0.2 0.0 0.1
H -5.81405 -1.32572 -3.10618 1.0 0.3 0.5
H -0.89757 6.71989 1.00234 -0.3 -0.4 -0.2
H -6.84760 3.39988 -2.98108 0.1 0.1 0.2
H -4.32086 5.76674 -5.34795 -0.3 -0.2 0.3
H 4.32908 -5.15448 -4.07475 -0.2 0.4 0.1
H -0.38796 2.62136 4.85110 -0.1 0.4 -0.2
H -3.15997 4.92855 -1.40789 -0.5 0.9 -1.2
H -6.18971 4.72958 -1.89873 -0.5 -0.2 -0.2
H 8.31866 1.32295 -2.55150 -0.1 0.1 -0.1
H 5.91673 -2.25149 -0.34978 -0.4 -0.5 0.7
H 2.65531 -3.32368 3.22454 -0.1 -0.3 0.0
H -5.78619 3.08326 -1.55271 0.2 -0.7 0.4
H -5.71898 -0.64258 3.65562 -0.4 0.0 0.3
H 1.43579 -2.24652 -5.48333 0.1 -0.1 -0.5
H -3.62687 3.57198 2.05207 0.1 -0.2 -0.3
H 1.15196 -1.13161 6.04895 0.2 -0.2 0.5
H 0.23287 -2.23543 4.13819 -0.3 0.2 0.0
H 3.51144 3.57416 0.71610 -0.5 -1.4 0.3
H 5.27843 -1.42794 -3.65783 -0.3 0.4 0.5
H 6.66456 -3.26129 1.90257 0.1 -0.1 -0.6
```
Positions in Å, forces in eV/Å.

## Properties
E = -188094.92060 eV
ΔE to the lowest compared entry with this formula, charge and spin = 0.0 kJ/mol
HOMO (spin up / spin down) = -6.80 / -6.91 eV
2S+1 = 2

Mulliken population analysis, charges in e, atoms 1 to 8:
1. As 0.612
2. Ti -0.064
3. S -0.488
4. P 2.582
5. P 1.347
6. F -0.514
7. O -0.882
8. O -0.641

# 2
Formula: C45H110F6N10NaO25PS5
Source: OMol25
Level of theory: ωB97M-V with the def2-TZVPD basis set

```
203
Properties=species:S:1:pos:R:3:forces:R:3
S 1.60259 4.35896 -2.90576 2.7 -0.6 1.5
S -2.76749 -4.52835 -4.64426 0.8 -1.8 -0.8
S 6.73279 3.71425 -3.40770 0.7 -1.3 1.2
S -3.61459 -0.95290 4.60216 1.8 -1.2 -0.8
S -1.13036 4.74214 0.82157 -1.2 -1.0 0.0
P 0.18857 0.35470 1.28369 -1.0 -0.5 -1.7
Na -1.29514 1.62521 -1.63858 0.1 -0.3 0.1
F -0.26684 -0.63852 2.43760 -0.6 -0.1 0.5
F 0.60541 1.34045 0.03692 0.5 0.1 0.0
F 1.61017 0.52739 1.96107 0.5 0.6 0.3
F 0.75825 -0.93204 0.45381 -0.3 0.5 -0.1
F -1.28366 0.23365 0.49970 0.5 -0.5 0.5
F -0.43996 1.63043 2.06127 0.4 -0.2 0.4
O 0.26672 4.02626 -2.44348 0.7 1.1 -0.7
O 4.44219 -4.55275 1.83103 0.2 -0.1 -0.1
O -0.50356 -5.96644 2.72912 2.2 -1.0 -0.2
O 7.32556 4.15739 -4.59927 0.4 1.1 -1.5
O 4.14041 -5.41569 -2.66317 -0.1 0.4 0.2
O 2.47651 5.30931 -2.14440 -2.4 -1.8 -1.4
O -4.11455 -4.47193 -5.04916 -1.7 0.6 -0.3
O -4.19564 -2.20685 4.20879 0.7 0.3 -0.4
O -1.63085 5.25681 2.03500 -0.7 0.9 2.0
O 5.38940 1.95022 0.76077 -0.7 -2.1 0.7
O 5.57159 2.88860 -3.46105 -0.6 -0.5 -0.2
O -1.86381 3.61856 0.27837 1.1 0.6 -0.3
O -1.20789 5.86772 -0.23554 0.3 0.4 -1.2
O -2.90446 -0.73191 -1.63910 0.3 -0.7 -0.3
O 1.60060 4.82792 -4.43074 0.2 -0.6 0.9
O -1.01984 2.58912 7.91915 -1.5 0.1 -1.4
O -0.82483 -6.47455 -1.94191 1.4 -0.2 -0.4
O 6.42105 4.93249 -2.50520 -0.5 0.5 1.0
O -2.36070 -6.06434 -4.63365 0.8 0.3 -0.3
O -4.24707 -0.26775 5.64671 -1.1 1.5 1.7
O -1.76368 -3.88539 -5.42243 0.6 0.5 -0.4
O -2.08283 -1.21082 4.99262 -0.8 -1.9 -0.5
O -0.30510 0.58221 -3.58274 -0.5 -0.4 0.1
O -3.26644 2.53322 -2.47039 0.0 0.1 -0.3
O -7.32475 4.01245 0.71739 -0.3 -0.6 0.1
N 4.85367 0.59464 2.50646 0.7 -0.4 -0.5
N -4.08920 4.63637 -2.60017 0.1 -0.8 0.9
N -6.16850 3.68310 2.62920 0.5 -1.2 1.0
N 6.15158 -5.48722 -1.64383 -0.3 0.2 -0.5
N -4.50983 0.43406 -0.71332 1.1 -1.5 0.1
N -1.13415 3.98563 6.16042 2.1 -0.4 -0.6
N -0.07264 -1.50359 -4.35420 0.2 -0.3 0.7
N 2.49038 -4.50950 2.93348 0.7 2.5 -0.2
N -1.91832 -4.74672 3.96001 0.4 0.6 1.3
N 1.23417 -5.62209 -1.55978 0.0 -0.3 0.5
C 2.50837 -3.02215 2.96704 0.0 -0.6 0.1
C -5.75253 0.54139 -0.09056 -1.5 0.6 0.5
C -0.80552 -0.40639 -4.16984 1.2 1.7 0.5
C 3.25519 -6.62549 2.19625 0.1 0.6 -1.3
C -1.68879 3.05242 6.97680 1.9 -0.3 1.8
C -0.96441 -4.54578 5.07448 -0.5 -0.5 -0.6
C -2.83391 3.79690 -4.44274 -0.6 -1.7 -1.1
C -2.59856 -5.41461 1.78070 -0.4 -2.0 -0.7
C -0.15928 -1.00412 6.53221 -1.1 0.1 0.9
C -0.52768 7.14614 -0.06293 -0.6 0.0 -2.2
C -4.61261 4.61011 -1.23265 -0.1 -0.7 0.0
C 0.65823 -4.81056 -0.46374 0.9 0.1 -0.1
C 5.78104 4.63579 -1.18116 -0.7 -1.4 -0.7
C -8.34001 2.55559 2.41002 -1.3 1.5 -1.7
C 3.47673 -5.15580 2.28073 -0.5 0.3 0.4
C 5.62194 1.37730 3.42884 -0.4 1.1 0.6
C 0.53215 4.37298 1.07110 1.3 -0.9 0.4
C 0.39963 -6.49090 -2.19852 -0.9 0.6 0.2
C 7.98241 2.84432 -2.48640 -0.5 0.6 1.4
C -3.31343 0.11445 3.25167 0.1 1.0 -0.4
C -0.56565 7.85033 -1.45301 -2.8 0.1 1.6
C -2.73812 -8.48174 -4.39157 -0.4 0.9 3.1
C 0.34231 3.96347 6.06049 1.2 -0.7 0.2
C -1.55767 -5.41144 2.85316 -1.9 1.4 0.1
C 4.95866 -4.90411 -1.90122 0.0 -0.2 0.2
C 4.74524 -3.60510 -1.14680 -0.9 -0.3 0.9
C 1.23477 -1.72464 -3.68183 -0.9 0.1 -2.2
C 2.48309 2.76806 -3.03310 -1.0 0.7 0.0
C -4.97264 4.46209 2.34692 0.9 0.4 -1.6
C -2.16035 -0.29700 -4.79452 0.0 -1.8 -0.5
C -3.39542 3.58047 -3.11609 -0.6 1.1 2.0
C -2.54293 -4.08873 -3.02940 0.8 -0.1 1.5
C -3.10677 2.79557 6.70752 -1.4 0.0 -0.3
C 0.98503 -7.42720 -3.24312 0.8 0.5 0.5
C -3.89075 -0.76057 -0.90325 1.1 1.0 -0.6
C 4.19829 -0.06802 0.31028 -0.1 -2.0 -1.0
C -1.34921 -0.34517 5.84676 -0.5 1.4 0.1
C -3.24817 -7.02881 -4.09071 -0.5 -1.7 -1.8
C 4.88585 0.86682 1.18023 1.4 3.2 0.4
C -4.31758 -2.05141 -0.22967 1.7 -0.2 -0.7
C 2.96154 5.08481 -4.98153 -0.4 1.3 -1.1
C -7.24720 3.45011 1.79717 0.6 1.0 0.8
C 6.58163 -6.60541 -2.50290 -0.5 -0.4 0.6
C 3.01423 6.60866 -5.26703 0.4 -0.6 0.3
C 5.22438 5.88532 -0.66184 0.0 1.4 0.1
H 4.53986 -0.31221 2.79723 -0.1 -0.1 0.0
H -2.09802 -5.63286 0.80996 -0.6 0.5 0.5
H 1.46265 -4.30296 0.08611 0.0 -0.5 0.0
H -4.20813 -6.97758 -4.61187 0.0 0.4 0.0
H 4.82406 -0.39434 -0.55850 -0.6 1.0 0.4
H -2.01302 -0.03319 6.66837 0.1 0.0 -0.3
H 5.19790 -3.63752 -0.12230 -0.2 0.1 -1.0
H -1.70220 -8.62921 -4.00418 -0.9 0.0 0.0
H 6.35633 -7.62519 -2.02345 0.6 1.5 -0.7
H -2.80903 -4.26550 3.99908 0.3 0.0 -0.1
H 1.65219 -4.92594 3.22837 -1.0 -1.0 0.1
H -0.55375 -2.28488 -4.73890 -0.2 -0.8 -0.4
H -3.95967 3.99432 -0.58975 -0.5 0.2 -0.4
H -4.26240 0.31734 2.75952 -0.2 0.2 0.1
H 3.49480 2.92626 -3.32379 0.7 0.2 0.0
H 5.09133 2.31306 3.61554 0.0 0.1 0.2
H -3.50553 -9.12662 -3.83518 1.3 0.5 -0.9
H 1.54927 -2.61514 3.38329 1.0 -0.5 -0.3
H 5.09844 -2.75614 -1.73146 0.0 0.0 0.0
H 3.25099 0.42548 0.05873 0.2 -0.6 -0.4
H 0.02990 -5.38480 0.22620 0.4 -0.1 -0.2
H 0.90530 4.04543 0.09339 0.3 -0.2 0.5
H -5.86407 1.51310 0.39966 -0.1 -0.2 0.0
H -5.65023 4.27807 -1.21411 0.1 -0.4 0.1
H -4.73334 5.12114 3.19914 0.1 -0.6 -0.2
H 0.50567 3.56974 1.85148 0.0 0.3 -1.1
H -3.19064 -4.67195 -2.39094 -1.0 0.6 0.2
H 1.66387 -2.63640 -4.10468 -0.1 0.1 0.2
H -5.90502 -0.26107 0.61008 0.1 -0.1 0.6
H 0.67022 -1.39991 5.99338 0.3 -0.1 -1.0
H -2.51257 -2.99489 -2.96950 -0.3 -0.3 0.5
H -3.42707 3.07566 -5.06317 0.8 0.6 0.0
H -2.91434 -0.26430 -4.02173 -0.1 0.1 0.4
H -3.60103 2.26346 7.48715 -0.1 -0.6 0.7
H 3.78877 6.73304 -6.01667 0.3 0.2 -0.1
H -1.17931 0.56409 5.21440 0.7 -0.6 0.7
H 8.64707 2.30584 -3.12794 0.3 -0.1 -0.5
H 0.07784 -3.99112 -0.84708 -0.5 0.3 -0.4
H -1.78119 3.54457 -4.47965 0.1 -0.1 0.0
H -3.03601 4.78037 -4.77069 0.0 1.0 -0.6
H 3.28747 7.22653 -4.38091 -0.5 -0.6 -0.6
H 1.17980 5.15107 1.51715 -0.8 0.1 -0.5
H -0.48656 -5.53308 5.27809 -0.4 0.9 0.2
H -9.35762 3.09181 2.26617 1.7 -1.0 -0.4
H -4.15800 5.53015 -3.03948 0.3 0.0 -0.6
H -4.73803 -1.92733 0.73262 -0.7 0.1 0.9
H -0.14578 8.83131 -1.34549 0.7 0.3 -0.3
H 2.42195 2.20844 -2.11067 -0.1 0.2 0.5
H -3.43161 -6.84433 -3.06270 0.2 0.0 1.1
H -1.62700 -4.56977 -2.69011 0.7 0.5 -0.4
H 4.03354 -7.14210 2.68359 0.7 -0.7 0.7
H -1.54753 -4.14220 5.91506 0.4 -0.4 -0.1
H -3.35091 2.28545 5.77572 0.5 -0.2 -0.1
H 2.28096 -6.85355 2.50975 -1.2 -0.6 1.0
H 4.93143 3.95071 -1.28672 0.4 -0.1 -0.6
H 0.79910 -7.09432 -4.25200 -0.5 0.3 -0.3
H -1.57699 4.14091 5.27593 -0.4 0.1 -0.3
H 4.03562 -1.03931 0.81361 -0.5 0.5 0.0
H 2.07863 6.93595 -5.74823 0.3 -0.1 0.5
H 8.51493 3.53322 -1.80192 -0.1 -0.2 -0.7
H -3.23612 -6.29796 1.99472 0.4 0.1 -0.2
H 0.56723 -8.41172 -3.11874 -0.2 -0.3 0.1
H -1.07812 7.69729 0.65963 -0.1 0.4 0.9
H -0.53886 -1.82124 7.19007 0.2 0.6 -0.4
H 4.55058 6.30660 -1.39438 0.1 0.3 -0.5
H -3.34249 -4.63649 1.79186 0.3 0.8 -0.2
H -4.05465 3.87283 1.96941 -1.4 0.5 1.0
H 7.61686 -6.47009 -2.82203 0.0 -0.3 0.4
H -8.30083 1.60977 1.83515 -0.4 0.3 0.8
H -2.19502 0.63393 -5.34328 -0.1 0.0 -0.3
H -2.73250 -8.70114 -5.41680 -0.2 -0.2 -1.5
H -4.14033 1.18133 -1.28474 -0.1 0.2 -0.1
H -3.40833 -2.68199 -0.11502 -0.4 0.6 -0.1
H 3.24060 -6.93127 1.16611 0.4 0.0 -0.7
H 3.41499 -2.72373 3.51774 -0.6 0.2 0.1
H 6.68695 -4.92838 -0.99292 0.6 -0.8 -0.3
H 1.96826 2.19068 -3.78225 -0.4 -0.1 -0.3
H 3.65338 -3.49938 -0.97167 0.6 0.1 -0.2
H 6.49243 4.09291 -0.57361 0.4 0.3 0.3
H 0.73116 4.86053 5.61205 -0.2 0.8 0.1
H 6.00592 6.58970 -0.40275 0.0 0.3 0.1
H 0.50912 6.97469 0.16550 0.3 -0.1 0.5
H -6.55081 0.40774 -0.80042 -0.7 0.3 -0.4
H -2.86939 1.08946 3.65251 -0.4 -1.5 -0.7
H -0.14660 7.19693 -2.14303 1.4 -0.7 -1.4
H -5.14637 5.14923 1.49957 -0.3 -0.3 0.4
H -3.61377 3.74696 6.63805 -0.2 0.5 0.0
H 3.78963 4.73797 -4.33920 -0.7 0.1 -0.1
H 0.84041 3.80581 7.04770 -0.9 0.4 -0.7
H 2.26444 -5.63694 -1.69452 -1.2 0.0 -0.2
H -1.61279 8.02735 -1.85623 0.9 -0.3 0.9
H 0.82729 3.18474 5.39750 -1.2 0.2 0.5
H 6.59684 1.68887 3.07410 0.2 -0.3 -0.4
H -2.67313 -0.40276 2.52212 0.0 0.4 0.4
H -2.35732 -1.21834 -5.41692 0.0 1.2 0.3
H -4.66407 5.60154 -0.82048 0.4 0.6 0.0
H 7.42948 2.17317 -1.84421 0.0 -0.4 0.2
H -8.30901 2.50684 3.47608 0.6 -0.7 0.7
H 5.74649 0.87219 4.37875 -0.1 -0.3 0.0
H -6.01933 3.05834 3.43697 -0.7 0.5 -0.8
H -0.18453 -3.81109 4.81454 -0.2 -0.2 0.0
H 2.07672 -7.46774 -3.17944 -0.1 -0.1 0.2
H -4.93613 -2.62279 -0.90036 -0.7 -0.1 -0.1
H 1.12730 -1.78071 -2.63688 -0.1 -0.1 1.4
H 5.96997 -6.51665 -3.41084 0.1 -0.2 0.3
H 1.85530 -0.89055 -3.96307 0.4 0.3 0.2
H 3.00986 4.55929 -5.96930 -0.2 0.1 1.1
H 4.54166 5.75247 0.16318 0.2 -0.5 0.6
H 0.21185 -0.19476 7.15963 0.2 -0.1 0.3
H 2.64597 -2.64217 1.95258 -0.2 0.0 0.0
```
Positions in Å, forces in eV/Å.

## Properties
E = -198735.16402 eV
HOMO = -9.30 eV

Mulliken population analysis, charges in e, atoms 1 to 8:
1. S 0.601
2. S 1.287
3. S 1.136
4. S 1.183
5. S 0.993
6. P 1.708
7. Na 0.348
8. F -0.316

| no. | M (u) |
| --- | --- |
| 1 | 1073.85 |
| 2 | 1519.71 |